No. 1
15
Properties=species:S:1:pos:R:3 method="wB97M-V/def2-TZVPD" gap_ev=8.73 de_lowest_kj_mol=140.5 homo_energy_ev=-8.09 lumo_energy_ev=0.646 smiles=OCNc1ncc[nH]1
O -2.33991 -0.05858 -0.94808
N 1.30463 -1.10635 -0.20816
N -0.82788 -0.53848 0.77989
N 0.80482 1.01802 0.07855
C 2.44632 -0.35370 -0.46866
C 0.44330 -0.17168 0.33089
C 2.12058 0.92572 -0.38283
C -1.91467 0.26826 0.32000
H 1.20585 -2.06494 -0.21467
H 2.82270 1.69031 -0.41897
H -2.63726 0.16668 1.17152
H -0.99665 -1.56257 0.67136
H -3.10294 -0.71854 -1.03178
H -1.52116 1.23836 0.33883
H 3.35169 -0.70709 -0.88709

***

No. 2
15
Properties=species:S:1:pos:R:3 method="wB97M-V/def2-TZVPD" gap_ev=9.18 de_lowest_kj_mol=254.5 homo_energy_ev=-8.52 lumo_energy_ev=0.661 smiles="Cn1[nH]c(=O)cc1N"
O -3.68441 -0.10212 -0.27439
N 0.72715 1.76792 0.25209
N -1.65260 -0.87616 0.47305
N -0.28554 -0.55945 0.60342
C -2.49476 0.08538 -0.00358
C 0.54237 -1.31950 -0.29201
C -0.42983 1.06427 0.17379
C -1.69939 1.31113 -0.00179
H 0.37992 -0.92009 -1.27735
H 0.24531 -2.43716 -0.34678
H 1.63193 -1.12865 -0.12251
H 1.38785 1.35719 0.93450
H -1.87746 2.25324 -0.54074
H -1.86920 -1.84118 0.30856
H 0.51880 2.71215 0.21787

***

No. 3
15
Properties=species:S:1:pos:R:3 method="wB97M-V/def2-TZVPD" gap_ev=7.43 de_lowest_kj_mol=983.9 homo_energy_ev=-8.67 lumo_energy_ev=-1.240
O 0.76653 -1.23062 3.43739
N -0.19549 -0.72810 2.45776
N -0.13051 0.47553 -2.19211
N 0.68290 0.60412 -3.31760
C -0.47943 -0.19195 0.16280
C 0.20925 -1.00499 1.25855
C -1.79505 0.23803 0.21709
C 0.20419 0.04083 -1.05628
H -2.22534 0.71105 -0.68713
H 0.73380 0.00762 4.44266
H 0.37844 1.87126 -3.45133
H 1.68837 0.64304 -3.04746
H 1.27293 -0.43768 -0.70732
H 1.17193 -1.44223 1.20090
H -2.28252 0.44410 1.28207